{
  "formula": "C22H33I2KNSb",
  "method": "ωB97M-V with the def2-TZVPD basis set",
  "symbols": ["K", "I", "C", "I", "H", "H", "C", "C", "C", "C", "C", "C", "N", "C", "C", "C", "C", "C", "C", "H", "H", "H", "H", "H", "H", "H", "H", "H", "H", "C", "C", "C", "Sb", "C", "C", "C", "C", "C", "C", "H", "H", "H", "H", "H", "H", "H", "H", "H", "H", "H", "H", "H", "H", "H", "H", "H", "H", "H", "H", "H"],
  "coordinates": [[1.07, -0.99, 0.15], [0.15, -3.82, -1.81], [2.15, -4.21, -2.50], [3.55, -2.58, -2.35], [2.08, -4.48, -3.54], [2.54, -5.02, -1.90], [-3.20, -0.59, 3.63], [-2.23, -0.86, 4.59], [-0.95, -1.26, 4.26], [-0.56, -1.41, 2.91], [-1.58, -1.16, 1.95], [-2.86, -0.76, 2.29], [0.63, -1.76, 2.35], [1.82, -2.05, 2.91], [2.23, -2.09, 4.27], [3.54, -2.39, 4.62], [4.51, -2.67, 3.67], [4.14, -2.66, 2.33], [2.84, -2.37, 1.97], [-4.20, -0.28, 3.91], [-2.49, -0.75, 5.64], [-0.26, -1.45, 5.06], [-1.32, -1.34, 0.91], [-3.59, -0.59, 1.51], [1.53, -1.88, 5.06], [3.80, -2.41, 5.67], [5.53, -2.90, 3.96], [4.87, -2.89, 1.56], [2.55, -2.40, 0.92], [-3.65, 1.85, -2.67], [-2.53, 2.47, -1.84], [-3.05, 2.96, -0.49], [-0.93, 1.02, -1.54], [-0.33, 0.88, -3.65], [1.18, 0.75, -3.79], [-1.04, -0.30, -4.29], [0.66, 2.40, -0.89], [0.61, 3.75, -1.59], [0.63, 2.55, 0.63], [-4.47, 2.56, -2.78], [-4.05, 0.95, -2.20], [-3.31, 1.59, -3.68], [-2.10, 3.31, -2.39], [-3.42, 2.12, 0.11], [-3.88, 3.66, -0.63], [-2.28, 3.47, 0.09], [-0.66, 1.81, -4.13], [1.55, -0.15, -3.28], [1.72, 1.61, -3.38], [1.46, 0.66, -4.85], [-0.74, -1.24, -3.81], [-0.78, -0.37, -5.35], [-2.13, -0.22, -4.22], [1.59, 1.89, -1.17], [-0.28, 4.30, -1.29], [0.60, 3.64, -2.68], [1.48, 4.35, -1.32], [-0.28, 3.05, 0.96], [1.48, 3.14, 0.98], [0.66, 1.58, 1.14]],
  "gap_ev": 4.90,
  "e_above_lowest_ev": 0.743,
  "total_energy_ev": -63902.0873,
  "lumo_energy_ev": -0.92,
  "fmax_ev_per_a": 1.29
}

***

{
  "formula": "C22H33N11",
  "method": "ωB97M-V with the def2-TZVPD basis set",
  "symbols": ["C", "C", "N", "H", "H", "H", "C", "C", "N", "H", "H", "H", "C", "C", "N", "H", "H", "H", "C", "C", "N", "H", "H", "H", "C", "C", "N", "H", "H", "H", "C", "C", "N", "H", "H", "H", "C", "C", "N", "H", "H", "H", "C", "C", "N", "H", "H", "H", "C", "C", "N", "H", "H", "H", "C", "C", "N", "H", "H", "H", "C", "C", "N", "H", "H", "H"],
  "coordinates": [[-0.04, 2.19, 2.46], [-0.28, 3.43, 1.73], [-0.48, 4.41, 1.15], [-0.93, 1.94, 3.04], [0.77, 2.35, 3.17], [0.24, 1.39, 1.78], [2.50, -0.60, 4.47], [2.94, 0.06, 3.25], [3.25, 0.57, 2.28], [2.44, 0.11, 5.29], [3.12, -1.47, 4.67], [1.50, -0.99, 4.28], [-1.87, -4.56, -3.38], [-1.20, -3.92, -2.26], [-0.67, -3.43, -1.38], [-1.70, -4.12, -4.36], [-2.95, -4.54, -3.22], [-1.61, -5.62, -3.41], [-1.86, -3.72, 2.26], [-0.64, -2.94, 2.44], [0.34, -2.36, 2.56], [-1.89, -4.49, 3.03], [-1.79, -4.20, 1.28], [-2.73, -3.08, 2.30], [-4.39, -0.57, 2.15], [-4.73, 0.32, 3.25], [-4.98, 1.04, 4.10], [-3.40, -0.27, 1.80], [-5.11, -0.51, 1.34], [-4.40, -1.61, 2.47], [1.01, -0.74, -0.18], [-0.39, -0.43, -0.10], [-1.49, -0.09, -0.03], [1.50, -0.07, -0.90], [1.21, -1.72, -0.63], [1.48, -0.60, 0.79], [-0.87, 4.36, -1.97], [-0.10, 3.14, -1.99], [0.52, 2.17, -1.98], [-0.33, 5.26, -1.70], [-1.66, 4.22, -1.25], [-1.39, 4.51, -2.92], [3.68, 2.52, -0.78], [3.85, 2.80, -2.19], [4.01, 3.06, -3.30], [2.79, 3.03, -0.42], [4.53, 2.96, -0.25], [3.59, 1.46, -0.59], [4.06, -2.94, 0.06], [4.14, -1.73, -0.74], [4.14, -0.78, -1.39], [3.11, -2.98, 0.57], [4.85, -2.96, 0.80], [4.17, -3.82, -0.57], [1.88, -0.25, -4.10], [0.59, -0.82, -4.48], [-0.41, -1.28, -4.79], [2.32, -0.82, -3.28], [1.75, 0.73, -3.64], [2.58, -0.21, -4.92], [-4.06, 2.59, 0.13], [-4.21, 3.31, -1.13], [-4.27, 3.88, -2.11], [-3.26, 1.86, 0.05], [-5.01, 2.22, 0.49], [-3.77, 3.34, 0.89]],
  "smiles": "CC#N.CC#N.CC#N.CC#N.CC#N.CC#N.CC#N.CC#N.CC#N.CC#N.CC#N",
  "gap_ev": 11.08,
  "e_above_lowest_ev": 0.104,
  "total_energy_ev": -39737.6739,
  "lumo_energy_ev": 0.12,
  "fmax_ev_per_a": 1.27
}